# 1
Density functional theory data (ωB97M-V with the def2-TZVPD basis set) for a molecular structure, C35H37AsF6N8O3SSn.

Output
* frontier orbital gap (spin up / spin down): 4.44 / 4.56 eV
* E: -148735.337 eV
* maximum force: 6.3 eV Å⁻¹
* lowest unoccupied orbital energy (spin up / spin down): -10.994 / -10.853 eV
* net charge: +3
* M: 957.42 g/mol
* energy above the lowest of the compared OMol25 structures with the same formula, charge and spin: 0.00 kcal per mole
* 2S+1: 2

Each line ends with the Löwdin spin population.
Cartesian coordinates (Å):
Sn (1.472, 0.865, -0.083)  0.39
N (0.005, -0.421, -1.691)  0.06
N (-0.988, -1.266, -1.027)  0.01
C (-0.737, -1.483, 0.297)  0.01
N (-1.642, -2.191, 1.055)  0.00
N (0.337, -0.935, 0.864)  0.05
N (-9.205, -1.213, 1.165)  0.37
O (-9.766, -1.097, 2.267)  0.37
O (-8.196, -1.946, 1.028)  0.25
H (-0.498, 0.261, -2.260)  0.00
H (0.491, -1.012, -2.347)  0.00
H (-1.883, -1.149, -1.455)  0.00
H (-2.541, -2.404, 0.714)  0.00
H (-1.352, -2.288, 2.008)  0.00
C (3.107, 3.347, 6.025)  0.00
C (3.943, 2.126, 5.940)  0.00
C (5.145, 2.049, 6.655)  0.00
C (5.973, 0.941, 6.681)  0.00
C (5.552, -0.253, 6.020)  0.00
C (4.327, -0.209, 5.332)  0.00
C (3.615, 0.970, 5.178)  0.00
N (2.534, 0.952, 4.230)  0.00
C (2.753, 0.583, 2.907)  0.00
N (4.016, 0.709, 2.414)  0.02
C (4.492, 0.559, 1.065)  0.03
C (3.669, 0.379, -0.029)  0.20
C (4.260, 0.045, -1.205)  0.02
C (5.621, 0.055, -1.330)  0.01
C (6.453, 0.350, -0.270)  0.00
C (5.944, 0.634, 0.969)  0.01
C (6.881, 0.810, 2.175)  0.00
N (1.693, 0.506, 2.097)  0.05
C (0.544, -0.435, 2.264)  0.00
C (0.756, -1.605, 3.114)  0.00
C (0.131, -1.691, 4.359)  0.00
C (-0.999, -0.862, 4.637)  0.00
C (-1.404, 0.095, 3.718)  0.00
C (-0.652, 0.485, 2.688)  0.00
C (-0.926, 1.878, 2.164)  0.03
H (3.632, 4.283, 5.722)  0.00
H (2.760, 3.504, 7.030)  0.00
H (2.188, 3.326, 5.366)  0.00
H (5.389, 2.890, 7.235)  0.00
H (6.872, 0.934, 7.335)  0.00
H (6.084, -1.165, 6.124)  0.00
H (4.013, -1.106, 4.792)  0.00
H (1.640, 0.672, 4.681)  0.00
H (4.781, 0.857, 3.042)  0.00
H (3.616, -0.181, -2.118)  0.00
H (6.025, -0.344, -2.219)  0.00
H (7.517, 0.341, -0.440)  0.00
H (7.809, 0.302, 2.003)  0.00
H (6.464, 0.428, 3.140)  0.00
H (7.158, 1.862, 2.292)  0.00
H (1.377, -2.415, 2.738)  0.00
H (0.367, -2.457, 5.056)  0.00
H (-1.643, -1.097, 5.489)  0.00
H (-2.445, 0.475, 3.773)  0.00
H (-1.062, 2.646, 2.971)  0.00
H (-1.876, 1.803, 1.638)  0.00
H (-0.192, 2.232, 1.454)  0.03
F (-0.056, 0.529, -4.332)  0.00
As (1.210, 1.860, -4.293)  0.00
F (-0.031, 2.985, -4.810)  0.00
F (0.686, 2.154, -2.521)  0.05
F (2.335, 3.180, -3.970)  0.00
F (2.310, 0.525, -3.755)  0.00
F (1.834, 1.523, -6.026)  0.00
O (-3.688, -1.298, -2.691)  -0.36
S (-4.415, -0.464, -3.722)  -0.32
C (-5.940, -1.243, -3.977)  -0.07
C (-6.615, -1.192, -5.165)  -0.04
C (-7.849, -1.860, -5.241)  0.00
C (-8.417, -2.508, -4.189)  -0.06
C (-7.794, -2.426, -2.972)  0.00
C (-6.520, -1.839, -2.844)  -0.04
C (-3.635, -0.417, -5.340)  -0.07
C (-3.806, -1.467, -6.241)  -0.02
C (-3.305, -1.299, -7.556)  -0.01
C (-2.531, -0.175, -7.835)  0.00
C (-2.132, 0.726, -6.839)  0.00
C (-2.715, 0.619, -5.537)  0.00
H (-6.206, -0.744, -6.069)  0.00
H (-8.366, -1.893, -6.230)  0.00
H (-9.366, -3.083, -4.366)  0.00
H (-8.366, -2.621, -2.040)  0.00
H (-6.101, -1.777, -1.829)  0.00
H (-4.233, -2.477, -5.972)  0.00
H (-3.605, -1.995, -8.346)  0.00
H (-2.240, -0.053, -8.946)  0.00
H (-1.442, 1.517, -7.024)  0.00
H (-2.391, 1.279, -4.754)  0.00

---

# 2
Density functional theory data (ωB97M-V with the def2-TZVPD basis set) for a molecular structure, C28H26IrN7S.

Output
* frontier orbital gap (spin up / spin down): 6.20 / 5.43 eV
* E: -53537.014 eV
* maximum force: 2.5 eV Å⁻¹
* lowest unoccupied orbital energy (spin up / spin down): -10.784 / -11.705 eV
* net charge: +3
* M: 684.85 g/mol
* energy above the lowest of the compared OMol25 structures with the same formula, charge and spin: 35.71 kcal per mole
* 2S+1: 2

Each line ends with the Löwdin spin population.
Cartesian coordinates (Å):
Ir (-0.009, 0.212, -0.325)  0.05
C (-3.088, 0.391, -0.806)  0.00
N (-2.225, -0.094, 0.291)  0.01
C (-2.324, -1.563, 0.470)  0.01
C (-2.459, 0.594, 1.544)  0.07
C (-3.724, 0.838, 2.024)  0.00
C (-3.897, 1.519, 3.229)  0.12
C (-2.791, 1.986, 3.935)  -0.01
C (-1.519, 1.720, 3.482)  0.08
C (-1.327, 0.967, 2.301)  0.04
N (-0.109, 0.641, 1.776)  0.26
C (1.061, 0.605, 2.484)  0.05
C (1.159, 0.333, 3.867)  0.08
C (2.382, 0.404, 4.494)  0.00
C (3.528, 0.719, 3.766)  0.13
C (3.460, 0.879, 2.382)  0.00
C (2.246, 0.795, 1.741)  0.08
N (2.096, 0.987, 0.312)  0.01
C (3.088, 0.209, -0.467)  0.00
C (2.141, 2.426, -0.029)  0.00
H (-4.130, 0.090, -0.674)  0.00
H (-2.746, -0.026, -1.751)  0.00
H (-3.049, 1.477, -0.854)  0.00
H (-3.329, -1.846, 0.796)  0.00
H (-1.617, -1.891, 1.232)  0.00
H (-2.119, -2.069, -0.472)  0.00
H (-4.591, 0.491, 1.477)  0.00
H (-4.895, 1.700, 3.604)  0.01
H (-2.929, 2.567, 4.837)  0.00
H (-0.658, 2.123, 3.997)  0.00
H (0.272, 0.041, 4.412)  0.00
H (2.452, 0.216, 5.557)  0.00
H (4.478, 0.833, 4.270)  0.01
H (4.366, 1.094, 1.831)  0.00
H (4.104, 0.578, -0.311)  0.00
H (2.867, 0.291, -1.529)  0.00
H (3.055, -0.835, -0.161)  0.00
H (3.115, 2.847, 0.236)  0.00
H (1.375, 2.962, 0.531)  0.00
H (1.989, 2.567, -1.097)  0.00
S (0.207, 0.139, -7.909)  0.00
N (-0.148, 1.320, -6.889)  0.00
C (-0.069, 0.835, -5.665)  0.00
C (-0.285, 1.557, -4.440)  0.00
C (-0.596, 2.921, -4.375)  0.00
C (-0.781, 3.515, -3.142)  0.00
C (-0.634, 2.740, -1.996)  0.00
N (-0.314, 1.453, -2.056)  0.01
C (-0.138, 0.842, -3.244)  0.00
C (0.216, -0.548, -3.222)  0.00
N (0.316, -1.139, -2.014)  0.00
C (0.648, -2.421, -1.936)  0.00
C (0.910, -3.190, -3.068)  0.00
C (0.813, -2.608, -4.314)  0.00
C (0.449, -1.258, -4.405)  0.00
C (0.297, -0.546, -5.647)  0.00
N (0.476, -1.038, -6.857)  0.00
H (-0.674, 3.478, -5.300)  0.00
H (-1.027, 4.563, -3.048)  0.00
H (-0.766, 3.164, -1.008)  0.00
H (0.700, -2.859, -0.946)  0.00
H (1.187, -4.228, -2.952)  0.00
H (1.010, -3.159, -5.225)  0.00

---

# 3
Density functional theory data (ωB97M-V with the def2-TZVPD basis set) for C6H10O in the gas phase.

Output
* SMILES: C=CCCC(C)=O
* frontier orbital gap: 10.56 eV
* E: -8430.975 eV
* maximum force: 0.5 eV Å⁻¹
* lowest unoccupied orbital energy: 0.976 eV
* M: 98.14 g/mol
* energy above the lowest of the compared OMol25 structures with the same formula, charge and spin: 6.12 kcal per mole

Each line ends with the natural charge from an NBO analysis.
Cartesian coordinates (Å):
C (-0.785, -1.640, 1.595)  -0.40
C (-0.653, -1.638, 0.272)  -0.18
C (-1.164, -0.565, -0.649)  -0.44
C (-0.011, 0.227, -1.286)  -0.50
C (0.496, 1.277, -0.302)  0.61
C (1.975, 1.294, -0.005)  -0.72
O (-0.270, 2.078, 0.190)  -0.55
H (-0.386, -2.446, 2.205)  0.20
H (-1.302, -0.836, 2.116)  0.20
H (-0.119, -2.460, -0.210)  0.19
H (-1.780, -1.017, -1.436)  0.22
H (-1.795, 0.143, -0.101)  0.23
H (-0.365, 0.753, -2.181)  0.24
H (0.802, -0.440, -1.597)  0.21
H (2.474, 1.712, -0.888)  0.24
H (2.373, 0.286, 0.154)  0.23
H (2.188, 1.925, 0.861)  0.24

---

What is the E in the second record?
-53537.014 eV